[1]
22
Properties=species:S:1:pos:R:3:nbo_charge:R:1 method="wB97M-V/def2-TZVPD" smiles=CNCC(C)C.O multiplicity=1 de_lowest_kj_mol=114.46
C -1.2089 0.6784 -2.3852 -0.41
N -0.8866 -0.4346 -1.5048 -0.64
C 0.4378 -0.4320 -0.9066 -0.21
C 0.3598 -1.2250 0.4563 -0.22
C -0.6360 -0.6605 1.4314 -0.62
C 1.7889 -1.2106 1.0651 -0.62
H -1.0271 1.6434 -1.8920 0.19
H -0.4428 0.8123 -3.1784 0.16
H -2.2154 0.5877 -2.7648 0.21
H -1.0829 -1.2779 -2.0366 0.35
H 1.2163 -0.9330 -1.4832 0.18
H 0.6570 0.6007 -0.6339 0.18
H 0.0501 -2.2140 0.1104 0.19
H -0.2052 0.1225 2.0570 0.19
H -1.5107 -0.2080 0.9534 0.23
H -1.0707 -1.4523 2.0446 0.21
H 2.2770 -2.1842 0.9528 0.21
H 2.4088 -0.4806 0.5501 0.20
H 1.7617 -1.0746 2.1413 0.21
O -0.3382 3.4273 1.4799 -0.94
H -0.4405 3.2837 2.4118 0.47
H 0.1077 2.6312 1.1316 0.47

[2]
22
Properties=species:S:1:pos:R:3:nbo_charge:R:1 method="wB97M-V/def2-TZVPD" multiplicity=1 de_lowest_kj_mol=282.31
C 1.9140 -0.6684 0.1475 -0.63
C 0.4021 -0.4032 0.0833 -0.08
C -0.0487 0.2992 1.3790 -0.21
C -1.5579 0.4207 1.6327 -0.61
C 0.5213 1.7267 1.4549 -0.62
N -0.1286 0.5458 -1.2378 -0.86
H 2.1896 -1.4068 -0.6050 0.22
H 2.4849 0.2422 -0.0116 0.22
H 2.0755 -1.0725 1.1432 0.23
H -0.1275 -1.3598 0.0753 0.20
H 0.4384 -0.2598 2.1874 0.19
H -1.6725 0.9702 2.5639 0.21
H -1.9978 -0.5735 1.7151 0.21
H -1.9730 0.9997 0.8077 0.21
H 0.2028 2.2910 0.5766 0.23
H 0.1334 2.2487 2.3256 0.21
H 1.6088 1.7237 1.3912 0.20
H -1.1059 0.2774 -1.1488 0.34
H 0.4143 -0.2554 -1.2997 0.36
H -0.6046 -0.8188 -2.6489 0.48
H -0.7811 -1.8574 -3.7820 0.47
O -0.8991 -1.7258 -2.8376 -0.96

[3]
22
Properties=species:S:1:pos:R:3:nbo_charge:R:1 method="wB97M-V/def2-TZVPD" smiles=CNCC(C)C.O multiplicity=1 de_lowest_kj_mol=89.87
C 1.3837 -1.4501 1.6443 -0.42
N 0.2040 -1.5142 0.7397 -0.61
C -0.0668 -0.1691 0.1833 -0.21
C -1.3003 -0.1665 -0.7185 -0.23
C -1.0647 -1.1355 -1.8923 -0.62
C -1.4527 1.2537 -1.2510 -0.60
H 2.2945 -1.5399 1.0682 0.19
H 1.4473 -0.5503 2.2770 0.17
H 1.2433 -2.2586 2.3641 0.19
H -0.5389 -1.6473 1.4197 0.34
H -0.1584 0.5316 1.0249 0.17
H 0.8263 0.1783 -0.3527 0.17
H -2.1360 -0.5037 -0.0999 0.20
H -1.9719 -1.4089 -2.4244 0.21
H -0.3188 -0.7893 -2.6005 0.20
H -0.6934 -2.0599 -1.4351 0.23
H -1.6526 1.9715 -0.4427 0.20
H -0.5193 1.5578 -1.7311 0.20
H -2.3012 1.3728 -1.9238 0.21
O 1.8987 2.5408 1.1461 -0.94
H 1.9232 2.2972 0.2220 0.47
H 1.1929 3.1382 1.3089 0.47

[4]
22
Properties=species:S:1:pos:R:3:nbo_charge:R:1 method="wB97M-V/def2-TZVPD" smiles=CCN(C)CC.O multiplicity=1 de_lowest_kj_mol=291.56
C -1.7427 0.8408 0.3270 -0.63
C -1.2328 -0.2766 1.2993 -0.20
N 0.1610 -0.3981 1.1262 -0.49
C 0.7353 -1.6198 0.5497 -0.42
C 1.2590 0.6171 1.2630 -0.22
C 1.4575 1.4387 -0.0213 -0.67
H -1.1766 1.8020 0.7165 0.21
H -1.6981 0.5165 -0.7682 0.21
H -2.8687 1.0948 0.5630 0.20
H -1.7597 -1.2227 0.9934 0.20
H -1.6347 0.0836 2.2623 0.17
H 1.2626 -2.3798 1.1504 0.19
H 1.1731 -1.2819 -0.4380 0.19
H -0.0084 -2.2940 0.2466 0.19
H 2.1750 0.1027 1.6786 0.21
H 0.8052 1.2684 2.1158 0.19
H 1.6331 2.5493 0.2841 0.21
H 0.5105 1.3632 -0.6784 0.24
H 2.3202 1.1845 -0.7696 0.22
O -0.3834 -0.5119 -3.5904 -0.93
H -1.3106 -0.4096 -3.3877 0.46
H -0.3407 -1.4975 -3.6359 0.47

[5]
22
Properties=species:S:1:pos:R:3:nbo_charge:R:1 method="wB97M-V/def2-TZVPD" smiles=CCNC(C)C.O multiplicity=1 de_lowest_kj_mol=101.19
C -1.3059 0.6197 1.1536 -0.60
C -0.4446 0.3402 -0.0880 -0.19
N 0.7650 -0.3396 0.2914 -0.66
C 1.8160 -0.6543 -0.6866 -0.04
C 3.0067 0.2887 -0.5152 -0.62
C 2.1998 -2.1524 -0.6421 -0.62
H -1.8248 1.5579 1.0215 0.21
H -2.0347 -0.1732 1.2707 0.21
H -0.6608 0.6676 2.0272 0.20
H -0.2255 1.3277 -0.5345 0.14
H -0.9795 -0.2218 -0.8611 0.18
H 1.1077 -0.1777 1.2264 0.36
H 1.3590 -0.4842 -1.6500 0.18
H 3.6775 0.2533 -1.3809 0.21
H 3.5744 -0.0285 0.3683 0.20
H 2.6585 1.3021 -0.3159 0.21
H 1.8134 -2.6472 -1.5204 0.21
H 1.7436 -2.6262 0.2264 0.22
H 3.2832 -2.2899 -0.5310 0.20
O -6.3774 1.4886 0.4852 -0.95
H -7.2136 1.6187 0.0404 0.47
H -5.9380 2.3306 0.6146 0.47

| no. | calculated total energy (hartree) | strongest force on any atom (eV/Å) |
| --- | --- | --- |
| 1 | -329.464009 | 2.22 |
| 2 | -329.400075 | 5.12 |
| 3 | -329.473373 | 1.59 |
| 4 | -329.396554 | 4.25 |
| 5 | -329.469062 | 1.20 |